[1]
Below is a structure of composition C27H29F4KN6O4S2, with properties calculated with wB97M-V/def2-TZVPD.

```
73
Properties=species:S:1:pos:R:3:forces:R:3:lowdin_charge:R:1
K 0.7104 0.2450 0.2126 -0.485 -0.511 0.601 0.813
C 0.7320 -2.9505 3.4131 0.148 -0.066 0.053 -0.076
C -0.6741 -2.3761 3.3800 -0.081 0.010 -0.050 -0.264
N -0.9855 -1.7361 2.1188 0.036 0.102 -0.145 -0.182
C -0.9169 -2.6276 0.9632 -0.108 0.237 0.026 -0.258
C -1.8382 -3.8453 1.0059 -0.072 -0.135 -0.019 -0.087
C -2.1855 -0.9107 2.1751 -0.020 -0.209 -0.052 -0.212
C -1.9852 0.4315 2.8736 0.048 -0.061 -0.092 -0.277
N -1.0621 1.2301 2.1008 0.039 0.420 0.277 -0.033
C -0.6957 2.4208 2.5398 -0.035 -0.177 -0.169 -0.236
C 0.2362 3.1888 1.7540 -0.144 -0.048 0.174 -0.162
F 0.6703 2.6268 0.6021 0.080 0.720 0.068 -0.029
C 0.7124 4.4190 2.1036 -0.009 -0.049 -0.076 -0.242
F 1.6024 5.0232 1.2791 0.003 0.051 0.033 0.054
C 0.3234 5.0770 3.2690 0.005 0.000 -0.015 -0.001
C -0.5883 4.3832 4.0397 -0.169 -0.146 0.117 -0.253
F -1.0441 4.9429 5.1958 0.074 0.091 -0.034 0.033
C -1.0827 3.1406 3.7132 -0.018 -0.001 -0.006 -0.145
F -1.9952 2.5933 4.5715 -0.009 0.043 0.072 0.026
H 0.9747 -3.3041 4.4197 -0.028 0.032 0.006 0.065
H 1.4625 -2.1935 3.1199 -0.049 0.007 0.016 0.062
H 0.8470 -3.8030 2.7389 -0.048 0.035 -0.019 0.066
H -0.7797 -1.6267 4.1662 0.083 0.026 -0.017 0.104
H -1.4125 -3.1670 3.6233 -0.003 -0.009 0.018 0.103
H 0.1187 -2.9301 0.8102 0.001 -0.053 0.025 0.086
H -1.1703 -2.0318 0.0825 0.013 -0.006 0.002 0.112
H -1.5580 -4.5477 1.7955 0.023 0.016 -0.011 0.056
H -1.7844 -4.3776 0.0532 0.011 -0.002 0.021 0.068
H -2.8812 -3.5607 1.1719 0.023 0.039 -0.008 0.064
H -3.0239 -1.4507 2.6583 -0.009 0.013 0.045 0.111
H -2.4957 -0.7033 1.1467 0.023 0.041 0.024 0.104
H -1.6564 0.2629 3.9084 0.068 0.004 -0.017 0.099
H -2.9843 0.8878 2.9659 -0.008 0.051 -0.065 0.096
H 0.7062 6.0460 3.5462 -0.003 -0.007 -0.005 0.104
O 3.0005 0.2826 -3.7338 -0.023 0.055 0.141 0.041
C 2.2898 0.9401 -4.6599 0.002 -0.037 0.085 -0.279
C 2.8394 1.0666 -5.9399 -0.079 0.049 0.003 -0.039
C 2.1486 1.7325 -6.9356 -0.009 0.015 -0.054 -0.128
C 0.8978 2.2874 -6.6770 0.046 -0.046 0.100 -0.126
C 0.3560 2.1549 -5.4072 -0.044 -0.007 0.002 -0.045
C 1.0232 1.4873 -4.3840 -0.214 0.064 -0.035 -0.063
C 0.3981 1.3335 -3.0162 0.474 -0.089 -0.249 -0.459
O 1.1262 0.8269 -2.1077 0.183 0.135 -0.714 -0.167
N -0.8400 1.7528 -2.9126 -0.075 -0.248 0.510 -0.019
N -1.3710 1.4936 -1.6327 -0.161 0.428 -0.510 -0.057
C -2.3545 2.2607 -1.4098 0.164 -0.360 0.486 -0.897
S -2.8905 3.4627 -2.5935 -0.062 0.200 -0.219 0.878
C -4.1788 4.1527 -1.5270 -0.162 0.003 0.167 -0.573
C -4.7027 3.0289 -0.6443 -0.261 0.198 -0.117 -0.575
S -3.2828 2.2309 0.1116 0.352 -0.166 -0.146 0.928
H 2.4427 0.3448 -2.8947 -0.088 -0.028 -0.063 0.072
H 3.8136 0.6276 -6.1162 0.001 0.002 -0.022 0.103
H 2.5873 1.8186 -7.9244 0.008 0.006 0.005 0.084
H 0.3510 2.8121 -7.4507 0.016 0.000 -0.025 0.080
H -0.6191 2.5618 -5.1686 0.018 0.011 -0.023 0.097
H -4.9659 4.5670 -2.1612 0.016 -0.026 -0.017 0.060
H -3.7754 4.9517 -0.9024 0.054 -0.005 -0.035 0.066
H -5.2822 2.3227 -1.2433 0.019 -0.037 0.021 0.067
H -5.3320 3.4055 0.1649 0.002 0.022 -0.029 0.066
C 4.1041 -3.7114 -2.4229 0.036 -0.108 0.086 -0.049
N 3.8030 -3.0907 -1.1514 0.197 -0.059 -0.001 -0.074
C 4.7203 -3.0454 -0.1423 -0.082 -0.042 -0.042 -0.104
C 4.4792 -2.3878 0.9997 0.144 0.216 0.019 -0.018
C 3.2552 -1.5784 1.0977 -0.307 -0.317 -0.360 -0.557
O 3.0890 -0.7698 2.0208 0.036 -0.026 0.017 -0.045
N 2.2968 -1.7745 0.1397 0.736 -0.619 -0.103 0.063
C 2.5137 -2.5399 -0.9575 -0.274 0.290 0.378 -0.538
O 1.6628 -2.7868 -1.8119 0.003 -0.012 -0.004 0.005
H 4.9684 -4.3656 -2.2914 0.010 0.015 -0.059 0.073
H 4.3237 -2.9691 -3.1936 -0.010 0.045 0.021 0.089
H 3.2490 -4.2932 -2.7576 -0.029 -0.008 0.021 0.078
H 5.6437 -3.5855 -0.3210 -0.001 -0.009 -0.023 0.107
H 5.2083 -2.3629 1.7966 -0.013 0.039 0.007 0.089
```
Forces are in eV/Å.

Calculated values
relative energy (zero: lowest compared OMol25 entry of this formula, charge and spin)	0.00	kcal per mole
multiplicity	1
net charge	-2
HOMO-LUMO gap	5.474	eV
HOMO energy	-1.41	eV

[2]
Below is a cluster of 9 separate species, C32H66N8O11S in total, with properties calculated with wB97M-V/def2-TZVPD.

```
118
Properties=species:S:1:pos:R:3:forces:R:3:lowdin_charge:R:1
C 0.6840 0.3160 2.3112 0.228 1.336 -0.268 -0.103
C 0.2066 1.5758 1.4241 -1.053 -0.282 0.012 -0.187
C -0.1996 1.1738 -0.1012 0.071 0.867 -0.129 -0.282
C -1.1950 -0.0720 -0.1765 -0.585 0.669 0.172 -0.105
C 1.0537 1.0943 -1.0733 0.620 -1.134 -0.553 -0.045
C 1.8341 0.0235 -1.5743 -0.951 3.876 1.628 -0.382
S 1.6088 -1.7560 -1.1837 0.563 0.725 -0.359 0.785
C 2.8895 0.7344 -2.5305 0.197 -4.274 -0.535 -0.370
O 3.4931 0.0353 -3.3626 -1.227 3.825 2.467 0.085
O 2.9307 2.1294 -2.2672 -1.526 -1.244 -0.861 0.077
C 1.6282 2.4403 -1.7245 -1.435 1.044 0.578 -0.284
O 1.1056 3.5562 -1.8133 2.234 -4.073 0.317 0.103
H 1.3057 -0.3724 1.6480 -0.656 0.721 1.178 0.053
H 1.2870 0.7550 3.1939 -0.712 -0.977 -1.424 0.087
H -0.2334 -0.1755 2.7607 1.436 0.338 -0.939 0.054
H -0.7834 1.9367 1.8877 1.728 -0.491 -0.803 0.093
H 0.9075 2.4803 1.4651 -0.693 -1.444 -0.264 0.113
H -0.8150 2.0824 -0.4652 1.092 -1.348 0.350 0.148
H -1.6418 -0.0787 -1.2357 0.794 -0.421 1.489 0.099
H -2.0799 0.1265 0.5372 1.466 -0.083 -0.990 0.086
H -0.7498 -1.0655 0.1416 -0.435 1.357 -0.693 0.041
H 2.3347 -2.0044 -0.0192 -0.360 0.898 -1.012 -0.090
C -3.0699 -0.1676 6.5537 -0.094 -0.108 -0.291 -0.071
N -2.9085 -0.0117 5.1211 0.792 0.825 -0.232 -0.182
C -3.7826 -0.7659 4.2373 0.444 0.395 -0.307 -0.047
C -1.9661 0.8177 4.5941 -0.686 -0.430 0.386 -0.307
O -1.7611 1.0111 3.4047 -0.881 -0.155 0.620 -0.045
H -2.9099 -1.2141 6.8180 -0.107 0.148 0.176 0.066
H -4.0838 0.1287 6.8315 0.105 -0.103 0.220 0.092
H -2.3550 0.4516 7.0974 -0.062 -0.049 -0.085 0.085
H -3.1766 -1.4079 3.5939 -0.322 0.253 0.216 0.061
H -4.3432 -0.0673 3.6091 -0.076 -0.091 -0.011 0.094
H -4.4757 -1.3771 4.8156 0.188 0.068 -0.002 0.091
H -1.3711 1.3300 5.3673 -0.021 -0.028 0.051 0.138
C 2.4627 8.1974 -0.1779 -0.277 -0.189 0.003 -0.063
N 1.9332 7.0606 0.5473 -0.055 0.191 0.712 -0.193
C 1.7320 5.8081 -0.1570 -0.121 0.048 0.324 -0.065
C 1.6182 7.1316 1.8711 0.096 -0.011 -0.426 -0.344
O 1.1711 6.2161 2.5381 0.090 -0.020 -0.230 0.002
H 1.7856 8.4414 -1.0009 0.147 0.081 -0.075 0.092
H 3.4456 7.9368 -0.5780 -0.056 0.185 -0.142 0.073
H 2.5610 9.0652 0.4737 0.028 -0.156 -0.059 0.057
H 0.6778 5.5287 -0.0979 0.132 -0.149 -0.098 0.093
H 2.3286 5.0283 0.3231 -0.107 -0.091 -0.130 0.090
H 2.0273 5.9047 -1.2017 -0.034 0.069 0.163 0.082
H 1.8092 8.1259 2.3073 0.040 0.067 -0.102 0.131
C 6.8946 9.0178 3.1153 -0.035 -0.067 -0.255 -0.061
N 5.8963 9.3239 2.1112 -0.579 0.482 0.380 -0.199
C 6.0677 8.8017 0.7695 -0.233 0.139 -0.070 -0.037
C 4.8020 10.0874 2.3891 0.355 -0.232 -0.082 -0.328
O 3.9270 10.3828 1.5949 0.334 -0.110 0.056 -0.002
H 7.8629 9.4016 2.7841 0.053 -0.083 0.174 0.089
H 6.9542 7.9336 3.2396 0.138 0.063 0.133 0.091
H 6.6380 9.4735 4.0726 -0.044 -0.017 -0.129 0.084
H 6.1128 9.6345 0.0634 -0.003 -0.156 -0.087 0.099
H 5.2103 8.1749 0.5171 0.168 0.008 -0.102 0.069
H 6.9839 8.2139 0.7022 -0.092 0.090 0.108 0.090
H 4.7716 10.4312 3.4356 0.076 -0.043 0.023 0.133
C -0.6903 -5.9147 -4.7689 0.223 0.291 0.052 -0.070
N 0.1811 -5.2683 -3.8070 -0.155 -0.433 0.764 -0.200
C 1.0330 -4.1814 -4.2503 0.082 0.012 0.285 -0.045
C 0.2253 -5.6494 -2.5002 0.060 0.231 -0.485 -0.347
O 0.9329 -5.1492 -1.6452 -0.031 0.055 -0.170 -0.012
H -0.0821 -6.3407 -5.5695 -0.208 -0.023 -0.041 0.076
H -1.3740 -5.1716 -5.1850 -0.043 -0.237 -0.162 0.092
H -1.2702 -6.7101 -4.2986 0.079 0.087 -0.009 0.086
H 2.0770 -4.4443 -4.0630 -0.014 0.197 -0.039 0.096
H 0.7917 -3.2811 -3.6805 0.173 0.017 -0.116 0.061
H 0.8878 -3.9916 -5.3145 -0.068 -0.106 0.118 0.088
H -0.4597 -6.4818 -2.2699 -0.048 -0.029 -0.091 0.129
C 1.4325 3.1092 -7.3180 0.002 -0.102 0.283 -0.062
N 0.4793 2.7618 -6.2845 -0.670 0.105 -0.369 -0.200
C 0.9722 2.3160 -4.9956 -0.291 0.011 0.073 -0.041
C -0.8669 2.8404 -6.4849 0.358 -0.046 0.160 -0.348
O -1.7172 2.5637 -5.6607 0.287 -0.017 -0.025 0.013
H 2.0525 2.2367 -7.5392 0.095 0.139 -0.124 0.090
H 2.0648 3.9257 -6.9598 0.090 -0.033 -0.185 0.090
H 0.9224 3.4256 -8.2291 -0.029 -0.040 0.125 0.082
H 0.5914 1.3106 -4.7959 0.091 0.028 0.134 0.102
H 0.6044 2.9908 -4.2196 0.082 -0.121 0.015 0.084
H 2.0629 2.3040 -4.9851 -0.122 0.030 -0.106 0.090
H -1.1332 3.1893 -7.4961 0.094 0.021 -0.053 0.129
C -5.3213 -4.0830 -0.0144 0.178 0.198 0.003 -0.060
N -4.4256 -3.4219 0.9124 -0.182 -0.428 0.755 -0.197
C -3.5824 -2.3485 0.4289 0.139 0.057 0.260 -0.049
C -4.3511 -3.7774 2.2238 0.003 0.054 -0.432 -0.317
O -3.6216 -3.2645 3.0552 -0.136 -0.560 -0.558 -0.013
H -4.7340 -4.5275 -0.8219 -0.184 -0.044 -0.061 0.090
H -6.0133 -3.3455 -0.4288 -0.056 -0.166 -0.103 0.090
H -5.8918 -4.8669 0.4858 0.092 0.091 0.021 0.083
H -2.5362 -2.6123 0.5965 -0.011 0.166 -0.068 0.092
H -3.8077 -1.4372 0.9874 0.139 0.033 -0.120 0.086
H -3.7517 -2.1780 -0.6349 -0.032 -0.078 0.125 0.094
H -5.0333 -4.6025 2.4854 -0.045 -0.008 -0.071 0.133
C -1.5951 -3.4837 11.2342 0.077 0.039 -0.270 -0.063
N -2.0413 -2.6726 10.1200 -0.608 0.398 0.288 -0.203
C -1.3352 -2.7651 8.8565 -0.206 0.208 -0.088 -0.045
C -3.1039 -1.8250 10.2216 0.316 -0.241 -0.053 -0.329
O -3.5277 -1.1184 9.3262 0.224 -0.207 0.083 0.011
H -0.5594 -3.2266 11.4702 -0.032 -0.149 0.140 0.089
H -1.6552 -4.5384 10.9539 0.077 -0.018 0.191 0.089
H -2.2155 -3.3122 12.1150 0.016 0.038 -0.129 0.084
H -0.9429 -1.7800 8.5919 0.036 -0.121 -0.132 0.093
H -2.0326 -3.0848 8.0784 0.173 0.017 -0.067 0.090
H -0.5141 -3.4792 8.9287 -0.125 0.069 0.080 0.088
H -3.5673 -1.8317 11.2215 0.057 -0.067 0.045 0.131
C 0.3346 -9.1061 -8.9970 -0.177 -0.127 0.172 -0.062
N -0.7424 -8.6698 -8.1317 0.007 0.773 -0.077 -0.204
C -1.4723 -9.6604 -7.3641 -0.173 0.233 0.098 -0.043
C -1.0917 -7.3575 -8.0161 0.025 -0.422 -0.057 -0.348
O -1.9836 -6.9275 -7.3092 0.075 -0.277 -0.071 0.003
H -0.0644 -9.8010 -9.7401 0.199 0.002 -0.053 0.090
H 1.0936 -9.6113 -8.3943 0.083 -0.020 -0.189 0.090
H 0.7914 -8.2583 -9.5095 -0.097 -0.033 0.087 0.084
H -2.5291 -9.6192 -7.6384 0.034 -0.112 0.141 0.094
H -1.3777 -9.4307 -6.3000 -0.114 -0.143 -0.030 0.090
H -1.0815 -10.6596 -7.5596 0.026 0.162 -0.039 0.088
H -0.4754 -6.6901 -8.6403 0.064 -0.066 -0.049 0.134
```
Forces are in eV/Å.

Calculated values
multiplicity	1
SMILES	CC[C@H](C)C1=C(S)C(=O)OC1=O.CN(C)C=O.CN(C)C=O.CN(C)C=O.CN(C)C=O.CN(C)C=O.CN(C)C=O.CN(C)C=O.CN(C)C=O
HOMO-LUMO gap	8.048	eV
HOMO energy	-8.53	eV

[3]
Below is a structure of composition C23H23F5N4OSSiTcTe, with properties calculated with wB97M-V/def2-TZVPD.

```
60
Properties=species:S:1:pos:R:3:forces:R:3:mulliken_spin:R:1
Tc -0.2392 -0.4528 -0.9698 0.235 -0.751 -0.110 2.489
C 2.3559 2.1783 -3.3285 -0.001 -0.018 0.010 -0.006
C 3.3878 1.3275 -3.6771 -0.012 0.022 -0.002 0.012
C 3.3824 0.0189 -3.2070 -0.009 -0.032 0.020 -0.007
C 2.3433 -0.4069 -2.4068 0.017 0.036 -0.035 0.044
N 1.3297 0.4365 -2.0755 -0.019 0.083 0.019 -0.022
C 1.3380 1.6964 -2.5234 0.037 0.009 -0.034 0.041
C 2.2342 -1.7859 -1.8702 0.006 -0.006 -0.001 0.005
C 3.1511 -2.8093 -2.0365 -0.014 0.000 0.003 -0.005
C 2.8695 -4.0444 -1.4661 0.003 0.001 -0.004 0.014
C 1.6948 -4.2519 -0.7552 -0.014 0.021 -0.006 -0.004
C 0.8092 -3.1947 -0.6241 0.076 -0.048 -0.035 0.003
N 1.1150 -2.0121 -1.1693 0.048 0.129 -0.040 -0.042
C -0.5080 -3.2257 0.0521 -0.082 -0.079 0.058 0.037
C -1.0372 -4.3666 0.6194 0.035 0.019 -0.010 -0.007
C -2.3041 -4.3208 1.1888 -0.008 0.011 -0.005 0.011
C -3.0095 -3.1330 1.1682 -0.007 0.011 -0.002 -0.008
C -2.4255 -2.0192 0.5898 -0.005 0.018 0.027 0.040
N -1.2013 -2.0573 0.0534 -0.011 0.014 -0.032 -0.016
H 2.3219 3.2010 -3.6746 0.001 0.000 -0.004 0.001
H 4.1926 1.6706 -4.3130 0.004 -0.001 0.002 0.000
H 4.1796 -0.6579 -3.4770 0.000 -0.002 0.004 0.000
H 0.4995 2.3136 -2.2356 -0.005 0.003 0.004 -0.008
H 4.0630 -2.6629 -2.5957 -0.001 0.007 -0.002 0.001
H 3.5725 -4.8582 -1.5830 0.001 -0.001 0.001 0.000
H 1.4843 -5.2196 -0.3253 -0.012 0.000 0.001 0.001
H -0.4797 -5.2915 0.6127 0.006 0.000 -0.004 0.000
H -2.7314 -5.2094 1.6331 -0.002 -0.001 0.000 0.000
H -4.0026 -3.0549 1.5864 0.000 -0.004 0.000 0.000
H -2.9385 -1.0689 0.5469 -0.003 -0.002 -0.009 -0.010
C -0.7990 4.7078 1.9828 -0.010 -0.066 0.017 0.002
Si -1.2012 3.2129 3.0244 -0.063 0.080 0.005 0.001
C -0.8096 3.4775 4.8282 0.016 -0.011 -0.078 0.001
C -2.9683 2.6522 2.7944 0.043 0.018 0.055 0.002
C -0.0256 1.8095 2.4276 -0.029 -0.009 -0.063 0.002
C 1.1048 1.4518 3.1672 0.039 -0.065 0.061 0.019
C 1.9926 0.4626 2.7500 -0.013 0.004 -0.013 0.005
C 1.7434 -0.1952 1.5666 0.020 -0.056 0.002 0.025
N 0.6709 0.1254 0.8354 -0.283 0.309 0.112 -0.023
C -0.1751 1.0970 1.2470 0.029 -0.037 -0.176 0.045
S -1.4207 1.2954 -0.0194 0.099 0.114 0.106 0.201
H -1.3921 5.5664 2.3039 -0.019 -0.008 0.007 0.000
H -1.0202 4.5351 0.9272 -0.001 -0.004 -0.001 -0.001
H 0.2530 4.9852 2.0711 0.004 -0.004 0.007 0.000
H -1.5418 4.1653 5.2558 -0.014 0.000 -0.008 0.000
H 0.1723 3.9277 4.9862 0.013 -0.015 -0.017 0.000
H -0.8617 2.5504 5.4030 -0.019 0.005 0.007 0.000
H -3.6186 3.3245 3.3593 -0.004 0.003 -0.003 0.000
H -3.1372 1.6447 3.1810 0.013 0.002 0.000 0.002
H -3.2978 2.6883 1.7561 0.012 -0.010 -0.014 0.000
H 1.3028 1.9559 4.1055 -0.005 0.014 -0.004 0.000
H 2.8619 0.2105 3.3399 0.003 -0.018 -0.012 0.000
H 2.3846 -0.9791 1.1839 0.017 0.002 0.018 0.002
F -2.8265 -1.8020 -4.4827 -0.030 0.071 0.092 0.002
Te -2.2410 -0.2263 -3.7524 0.215 -0.092 0.032 0.015
F -0.9567 -0.0947 -5.0713 -0.089 0.083 0.087 0.004
F -1.6662 1.4217 -3.0700 -0.059 -0.155 -0.043 0.012
F -3.5279 -0.3174 -2.4175 0.069 0.084 -0.106 0.007
F -3.4120 0.7215 -4.7861 0.022 -0.120 0.014 -0.001
O -1.0344 -1.1141 -2.6340 -0.241 0.442 0.100 0.110
```
Forces are in eV/Å.

Calculated values
relative energy (zero: lowest compared OMol25 entry of this formula, charge and spin)	0.00	kcal per mole
multiplicity	4
net charge	+2
HOMO-LUMO gap (alpha / beta)	7.625 / 6.970	eV
HOMO energy (alpha / beta)	-14.59 / -14.86	eV

| no. | energy (eV) |
| --- | --- |
| 1 | -94468.75136 |
| 2 | -79530.46774 |
| 3 | -74014.40266 |